# 1
8
Properties=species:S:1:pos:R:3:forces:R:3 method="wB97M-V/def2-TZVPD" smiles="O=C1C=NC=N1" mol_weight_g_mol=82.06 e_above_lowest_kcal_mol=43.3 homo_energy_ha=-0.39511 homo_lumo_gap_ev=9.058 e_tot_ev=-8167.835 e_lumo_ev=-1.693
C -0.646673 -0.381999 0.861566 1.9104 -0.8245 4.3234
C 0.502870 -0.852591 -0.092077 1.2117 -8.3634 2.8388
C -0.148752 1.097486 -0.703538 2.0512 -0.2511 -0.5052
H 1.137323 -1.915302 -0.088724 -2.0740 2.6073 0.7642
H 0.151070 2.099626 -1.302328 -1.3613 -2.5021 1.6563
N 0.774819 -0.181918 -1.049160 -0.5389 5.2295 -2.8025
N -0.834977 0.881857 0.339757 -1.9147 3.1157 -1.0671
O -0.935680 -0.747159 2.034504 0.7156 0.9887 -5.2079

---

# 2
9
Properties=species:S:1:pos:R:3:forces:R:3 method="wB97M-V/def2-TZVPD" mol_weight_g_mol=98.06 e_above_lowest_kcal_mol=131.2 homo_energy_ha="-0.33405 / -0.34411" homo_lumo_gap_ev="6.969 / 7.627" e_tot_ev=-10212.501 e_lumo_ev="-2.121 / -1.736"
C 1.988541 0.513700 -0.055553 0.2457 -0.5753 0.7610
C -0.108017 -0.759725 0.185734 -0.5349 -1.4452 2.6108
C 0.703723 0.110794 -0.431559 -0.7274 0.1547 -1.2987
N 3.017014 0.757778 0.396035 0.3325 0.3107 -0.1383
N -2.217132 1.291861 0.298495 -1.0320 -2.1651 -0.6954
O -1.338051 -1.025381 -0.039013 0.6458 -1.9755 -1.9909
O -2.589383 0.258428 0.054771 0.2154 4.1485 0.9704
H 0.178479 -1.387979 1.014611 1.0500 0.3445 0.8501
H 0.364826 0.240523 -1.423517 -0.1951 1.2026 -1.0689